Entry from the OMol25 dataset: a cluster of 11 separate species, C12H44N13O13 in total (the ωB97M-V functional and the def2-TZVPD basis).

XYZ file:
```
82
C12H44N13O13 | the OMol25 dataset | the ωB97M-V functional and the def2-TZVPD basis
N 0.38144 0.07962 -0.00276
O 0.92115 0.17598 -1.06299
O 0.08949 -1.04598 0.29871
O 0.18047 1.00988 0.72008
C -0.68612 -2.85785 3.05972
O -1.50544 -3.41012 4.05818
H -1.24559 -2.47360 2.20681
H 0.01715 -2.14044 3.48261
H -0.01945 -3.66559 2.75769
H -2.19209 -2.77337 4.26951
C -2.66421 -0.13770 -2.27835
O -3.61842 -0.03660 -1.28989
H -2.28104 -1.15075 -2.40082
H -3.03881 0.13619 -3.26463
H -1.86640 0.55628 -2.01381
H -3.71485 -0.92065 -0.92828
C 4.14579 0.45082 0.39490
O 3.51892 1.47724 -0.38096
H 3.41533 -0.21900 0.84864
H 4.77383 -0.13133 -0.27946
H 4.75741 0.80141 1.22623
H 2.65273 1.16066 -0.64760
C 2.40046 0.70443 3.72895
O 2.34169 1.84295 4.05531
N 3.49934 0.06176 3.78304
N 1.48844 -0.01249 3.15889
H 4.38244 0.47853 4.04099
H 3.38282 -0.94106 3.75368
H 1.68850 -0.97630 2.93273
H 0.58063 0.41928 3.06117
C 0.63795 3.74856 -2.52232
O 1.11186 4.05833 -1.44993
N 0.27333 2.50064 -2.89013
N 0.65062 4.62272 -3.52656
H 0.40168 1.73237 -2.24719
H -0.04956 2.35132 -3.83540
H 0.44806 4.25300 -4.44437
H 0.97315 5.56449 -3.35584
C 2.87027 -1.34963 -4.05144
O 2.96750 -2.44312 -3.62954
N 2.00396 -0.42823 -3.66526
N 3.55261 -0.89758 -5.04532
H 1.56200 -0.45614 -2.75752
H 1.95025 0.40763 -4.22966
H 3.53132 0.07428 -5.31938
H 4.16286 -1.61190 -5.41606
C -2.67683 0.62361 2.81364
O -3.62962 0.56502 3.54220
N -1.62577 1.34094 3.04169
N -2.54639 -0.11594 1.75391
H -0.91974 1.43313 2.32537
H -1.73684 2.02602 3.77547
H -1.73419 0.04287 1.17493
H -3.34228 -0.64071 1.42035
C -0.74264 -3.60233 -1.97371
O -1.05180 -4.52662 -2.59795
N 0.09761 -2.69534 -2.43151
N -1.19915 -3.31019 -0.83760
H 0.29972 -1.87674 -1.87548
H 0.52433 -2.75243 -3.34516
H -0.79827 -2.55052 -0.30629
H -1.95872 -3.78434 -0.37034
C 2.91129 -3.20642 1.96113
O 2.75392 -2.39340 2.89355
N 2.32630 -3.08303 0.81195
N 3.46970 -4.36600 2.05619
H 1.58540 -2.41633 0.64862
H 2.47682 -3.78070 0.09732
H 3.36447 -5.00192 1.27860
H 3.95930 -4.74454 2.85437
C -2.79957 3.12182 0.07422
C -4.28327 3.01983 0.39894
C -5.07396 4.33804 0.40727
O -4.88696 2.26101 -0.64742
H -2.44482 3.63591 -0.81907
H -2.24339 2.20177 0.25386
H -2.32787 3.71510 0.85756
H -4.34788 2.43879 1.31890
H -5.05823 4.93460 -0.50486
H -4.68931 5.03060 1.15594
H -6.10917 4.07629 0.62619
H -4.37565 1.45326 -0.73514
```

Summary:
Largest force on an atom in Eh/bohr: 0.15972
Total charge: -1
Lowest unoccupied orbital energy in eV: 2.12
Kohn-Sham gap in Eh: 0.3134